Entry one
Entry from the Open Molecules 2025 dataset: C13H11ClS as an isolated structure (the ωB97M-V functional and the def2-TZVPD basis).

As for the spin multiplicity: 1. As for the HOMO energy: -8.89 eV. For the HOMO-LUMO gap, the calculation gives 9.646 eV.

CARTESIAN COORDINATES (ANGSTROEM)
1 C 4.01 0.64 -0.50
2 C 3.66 -0.26 -1.48
3 C -4.26 -0.10 0.91
4 C 3.02 1.29 0.27
5 C 2.30 -0.42 -1.88
6 C -3.19 -0.37 -0.03
7 C -3.90 -0.41 2.17
8 C 1.75 0.81 0.13
9 C 1.35 -0.04 -0.94
10 C -2.05 -0.75 0.61
11 C 0.35 1.13 0.62
12 C -0.07 0.11 -0.49
13 C -0.77 -1.12 0.01
14 S -2.29 -1.05 2.30
15 Cl -0.96 -2.15 -1.41
16 H 4.97 0.83 -0.38
17 H 4.46 -0.77 -2.16
18 H -5.27 0.25 0.84
19 H 3.38 2.10 0.98
20 H 2.00 -0.99 -2.80
21 H -3.13 -0.32 -1.05
22 H -4.67 -0.32 2.96
23 H 0.02 0.75 1.62
24 H 0.24 2.25 0.32
25 H -0.88 0.40 -1.32
26 H -0.06 -1.49 0.70

Formally, the Löwdin partial charges of the atoms, in units of the elementary charge, are as follows:
1. C -0.0990
2. C -0.0877
3. C -0.1657
4. C -0.0220
5. C -0.0241
6. C -0.0993
7. C -0.4287
8. C -0.2080
9. C -0.1534
10. C -0.5926
11. C -0.0307
12. C -0.3375
13. C -0.7260
14. S 1.0282
15. Cl 0.7127
16. H 0.0515
17. H 0.1327
18. H 0.0955
19. H 0.1325
20. H 0.1176
21. H 0.0711
22. H 0.0867
23. H 0.1137
24. H 0.1589
25. H 0.1697
26. H 0.1039


Entry two
Entry from the Open Molecules 2025 dataset: C13H11ClS as an isolated structure (the ωB97M-V functional and the def2-TZVPD basis).

As for the spin multiplicity: 1. As for the HOMO energy: -8.66 eV. For the HOMO-LUMO gap, the calculation gives 9.370 eV.

CARTESIAN COORDINATES (ANGSTROEM)
1 C -0.63 -3.16 -0.14
2 C -1.76 -2.55 0.32
3 C 2.00 1.34 2.16
4 C 0.41 -2.48 -0.93
5 C -2.05 -1.21 0.06
6 C 1.71 1.69 0.76
7 C 0.94 1.29 2.96
8 C 0.09 -1.19 -1.12
9 C -1.06 -0.52 -0.63
10 C 0.38 1.92 0.62
11 C 0.47 0.06 -1.83
12 C -0.85 0.68 -1.44
13 C -0.44 2.25 -0.57
14 S -0.48 1.76 2.11
15 Cl 0.35 3.26 -1.83
16 H -0.60 -4.29 -0.17
17 H -2.38 -3.24 0.94
18 H 2.98 0.95 2.42
19 H 1.26 -2.86 -1.42
20 H -3.01 -0.89 0.35
21 H 2.44 1.97 0.02
22 H 0.86 1.32 3.99
23 H 1.35 0.57 -1.27
24 H 0.82 -0.07 -2.87
25 H -1.45 0.69 -2.23
26 H -1.35 2.70 -0.26

Formally, the Löwdin partial charges of the atoms, in units of the elementary charge, are as follows:
1. C -0.0822
2. C -0.1159
3. C -0.1724
4. C 0.0076
5. C -0.0066
6. C -0.1171
7. C -0.4032
8. C -0.1856
9. C -0.1727
10. C -0.6163
11. C -0.1308
12. C -0.1396
13. C -0.5730
14. S 1.0446
15. Cl 0.6185
16. H 0.1129
17. H 0.1127
18. H 0.1014
19. H 0.0905
20. H 0.0931
21. H 0.1037
22. H 0.0433
23. H 0.1124
24. H 0.1227
25. H 0.0932
26. H 0.0590


Least stable = entry two


Entry one
Entry from the Open Molecules 2025 dataset: a 3-piece molecular cluster, H5O3 overall (the ωB97M-V functional and the def2-TZVPD basis).

As for the spin multiplicity: 1. As for the HOMO energy: -3.94 eV. As for the charge: -1. For the HOMO-LUMO gap, the calculation gives 8.940 eV.

CARTESIAN COORDINATES (ANGSTROEM)
1 O 0.12 -0.72 -0.19
2 H -0.05 -1.58 -0.35
3 O -0.65 1.13 -2.02
4 H 0.28 1.22 -1.67
5 H -0.79 0.32 -1.40
6 O 0.56 -0.28 2.16
7 H -0.15 -0.57 2.66
8 H 0.52 -0.40 1.14

Formally, the Löwdin partial charges of the atoms, in units of the elementary charge, are as follows:
1. O -0.3594
2. H -0.1438
3. O -0.2044
4. H 0.0161
5. H 0.0089
6. O -0.1699
7. H -0.0685
8. H -0.0790


Entry two
Entry from the Open Molecules 2025 dataset: a 3-piece molecular cluster, H5O3 overall (the ωB97M-V functional and the def2-TZVPD basis).

As for the spin multiplicity: 1. As for the HOMO energy: -3.95 eV. As for the charge: -1. For the HOMO-LUMO gap, the calculation gives 8.832 eV.

CARTESIAN COORDINATES (ANGSTROEM)
1 O -0.70 0.05 -0.62
2 H -1.40 0.45 -0.20
3 O -0.77 -1.92 0.84
4 H 0.15 -2.23 0.86
5 H -0.69 -1.06 0.11
6 O 1.48 1.57 -0.33
7 H 0.98 2.34 -0.37
8 H 0.95 0.79 -0.29

Formally, the Löwdin partial charges of the atoms, in units of the elementary charge, are as follows:
1. O -0.3475
2. H -0.1082
3. O -0.2882
4. H -0.0473
5. H -0.0604
6. O -0.0790
7. H -0.0289
8. H -0.0406


Least stable = entry one


Entry one
Entry from the Open Molecules 2025 dataset: C23H18Cl2N4O2SSeTeV as an isolated structure (the ωB97M-V functional and the def2-TZVPD basis).

As for the spin multiplicity: 3. As for the HOMO energy (alpha / beta): -10.16 / -10.16 eV. As for the charge: +1. For the HOMO-LUMO gap (alpha / beta), the calculation gives 4.874 / 4.799 eV.

CARTESIAN COORDINATES (ANGSTROEM)
1 V 0.86 1.02 -1.40
2 Cl -0.10 -1.16 -1.34
3 C 0.09 -1.51 -3.04
4 C -0.80 -2.34 -3.69
5 C -0.65 -2.53 -5.05
6 C 0.34 -1.85 -5.75
7 C 1.21 -1.01 -5.08
8 Cl 2.36 -0.08 -5.96
9 C 1.14 -0.86 -3.69
10 S 2.32 0.07 -2.78
11 H -1.60 -2.82 -3.14
12 H -1.31 -3.20 -5.57
13 H 0.44 -1.97 -6.82
14 C 0.10 -2.20 2.53
15 Te -1.67 -1.43 1.58
16 C -2.72 -2.39 3.20
17 C -1.68 -2.95 4.14
18 C -2.06 -3.58 5.31
19 C -1.11 -4.08 6.19
20 C 0.24 -3.93 5.89
21 C 0.63 -3.31 4.72
22 C -0.33 -2.82 3.83
23 H 0.83 -1.39 2.68
24 H 0.56 -2.94 1.88
25 H -3.35 -3.18 2.79
26 H -3.38 -1.69 3.71
27 H -3.12 -3.69 5.55
28 H -1.42 -4.58 7.09
29 H 0.99 -4.31 6.58
30 H 1.68 -3.20 4.48
31 Se -0.81 2.09 -4.62
32 N 0.02 3.59 -4.90
33 C 0.78 3.88 -3.85
34 C 1.64 4.98 -3.61
35 C 2.33 4.99 -2.42
36 C 2.23 3.93 -1.49
37 N 1.45 2.89 -1.68
38 C 0.71 2.90 -2.81
39 N -0.09 1.86 -3.02
40 H 1.75 5.76 -4.35
41 H 2.98 5.82 -2.18
42 H 2.82 3.93 -0.58
43 O -2.15 3.08 -0.13
44 C -1.33 2.51 0.53
45 C -1.08 2.63 2.04
46 C 0.26 1.93 2.27
47 C 0.53 1.30 0.93
48 O 1.52 0.63 0.53
49 N -0.40 1.60 0.02
50 H -1.89 2.14 2.57
51 H -1.08 3.68 2.32
52 H 0.23 1.18 3.06
53 H 1.07 2.62 2.51

Formally, the Löwdin partial charges of the atoms, in units of the elementary charge, are as follows:
1. V 0.5274
2. Cl 0.7606
3. C -0.5998
4. C -0.0755
5. C -0.0555
6. C -0.0892
7. C -0.7022
8. Cl 0.7069
9. C -0.6837
10. S 0.7174
11. H 0.1211
12. H 0.1187
13. H 0.1163
14. C -0.4221
15. Te 1.2531
16. C -0.4315
17. C -0.2910
18. C -0.0386
19. C -0.0762
20. C -0.0773
21. C -0.0410
22. C -0.2893
23. H 0.0459
24. H 0.0593
25. H 0.0544
26. H 0.0549
27. H 0.1180
28. H 0.1066
29. H 0.1060
30. H 0.1167
31. Se 1.3171
32. N -0.1827
33. C -0.3311
34. C 0.0648
35. C -0.0004
36. C -0.0136
37. N 0.0048
38. C -0.4711
39. N -0.2995
40. H 0.1373
41. H 0.1231
42. H 0.1431
43. O 0.1071
44. C -0.4601
45. C -0.0648
46. C -0.0643
47. C -0.5563
48. O -0.0639
49. N -0.0024
50. H 0.1204
51. H 0.1279
52. H 0.1202
53. H 0.1339


Entry two
Entry from the Open Molecules 2025 dataset: C23H18Cl2N4O2SSeTeV as an isolated structure (the ωB97M-V functional and the def2-TZVPD basis).

As for the spin multiplicity: 3. As for the HOMO energy (alpha / beta): -11.46 / -11.49 eV. As for the charge: +1. For the HOMO-LUMO gap (alpha / beta), the calculation gives 6.842 / 6.859 eV.

CARTESIAN COORDINATES (ANGSTROEM)
1 V 0.66 0.63 0.36
2 Cl 0.63 0.31 2.85
3 C 2.32 0.60 3.30
4 C 2.62 0.49 4.64
5 C 3.93 0.73 5.02
6 C 4.89 1.05 4.08
7 C 4.54 1.14 2.74
8 Cl 5.77 1.54 1.60
9 C 3.23 0.91 2.30
10 S 2.84 1.02 0.58
11 H 1.85 0.24 5.36
12 H 4.21 0.65 6.07
13 H 5.91 1.23 4.37
14 C -0.46 -2.45 -1.72
15 Te 0.64 -2.13 0.08
16 C -1.19 -2.67 1.04
17 C -1.94 -3.49 0.01
18 C -2.97 -4.35 0.38
19 C -3.64 -5.09 -0.57
20 C -3.27 -4.99 -1.91
21 C -2.25 -4.14 -2.28
22 C -1.57 -3.38 -1.33
23 H 0.22 -2.85 -2.47
24 H -0.83 -1.48 -2.06
25 H -1.73 -1.77 1.32
26 H -0.97 -3.24 1.94
27 H -3.23 -4.44 1.43
28 H -4.43 -5.77 -0.28
29 H -3.79 -5.58 -2.66
30 H -1.96 -4.07 -3.33
31 Se -3.56 0.71 0.57
32 N -3.81 2.46 0.43
33 C -2.62 3.03 0.47
34 C -2.31 4.43 0.37
35 C -1.00 4.78 0.37
36 C 0.03 3.79 0.45
37 N -0.21 2.52 0.57
38 C -1.53 2.14 0.60
39 N -1.78 0.85 0.68
40 H -3.11 5.15 0.27
41 H -0.70 5.81 0.28
42 H 1.07 4.08 0.38
43 O -1.01 2.35 -2.07
44 C -0.08 1.68 -2.48
45 C 0.35 1.62 -3.94
46 C 1.58 0.72 -3.92
47 C 1.58 0.15 -2.52
48 O 2.23 -0.81 -2.14
49 N 0.70 0.84 -1.71
50 H 0.52 2.63 -4.30
51 H -0.48 1.21 -4.51
52 H 2.51 1.29 -4.05
53 H 1.59 -0.08 -4.65

Formally, the Löwdin partial charges of the atoms, in units of the elementary charge, are as follows:
1. V 0.2656
2. Cl 0.7539
3. C -0.5736
4. C -0.0943
5. C -0.0522
6. C -0.0880
7. C -0.6733
8. Cl 0.7126
9. C -0.6333
10. S 0.7143
11. H 0.1136
12. H 0.1189
13. H 0.1150
14. C -0.3652
15. Te 1.4710
16. C -0.3971
17. C -0.2949
18. C -0.0355
19. C -0.0681
20. C -0.0670
21. C -0.0304
22. C -0.2882
23. H 0.0723
24. H 0.0643
25. H 0.0214
26. H 0.0649
27. H 0.1179
28. H 0.1096
29. H 0.1101
30. H 0.1197
31. Se 1.2272
32. N -0.1768
33. C -0.3703
34. C 0.0508
35. C -0.0012
36. C -0.0446
37. N -0.0111
38. C -0.5034
39. N -0.2555
40. H 0.1340
41. H 0.1198
42. H 0.1366
43. O 0.0573
44. C -0.4718
45. C -0.0689
46. C -0.0651
47. C -0.5334
48. O -0.0270
49. N 0.0009
50. H 0.1273
51. H 0.1300
52. H 0.1333
53. H 0.1278


Least stable = entry one


Entry one
Entry from the Open Molecules 2025 dataset: C19H42NO2P3V as an isolated structure (the ωB97M-V functional and the def2-TZVPD basis).

As for the spin multiplicity: 3. As for the HOMO energy (alpha / beta): -16.94 / -17.02 eV. As for the charge: +3. For the HOMO-LUMO gap (alpha / beta), the calculation gives 6.219 / 7.876 eV.

CARTESIAN COORDINATES (ANGSTROEM)
1 V -0.49 -0.09 0.11
2 P 1.50 -0.92 1.94
3 P 2.03 2.81 -0.27
4 P -1.19 -2.49 0.34
5 H 0.61 2.37 -3.65
6 C -0.45 2.19 -3.84
7 C -1.44 2.87 -3.26
8 H -1.25 3.69 -2.57
9 C 3.04 -1.70 1.32
10 C 2.11 0.29 3.21
11 C 0.95 -2.26 3.09
12 C 1.64 4.04 -1.52
13 C 1.22 3.30 1.27
14 C 3.81 2.49 -0.09
15 C -2.62 -2.64 -0.77
16 C -1.94 -3.43 1.74
17 C -0.04 -3.72 -0.40
18 H -0.66 1.46 -4.66
19 H -2.48 2.71 -3.58
20 H 3.80 -1.74 2.11
21 H 3.44 -1.14 0.48
22 H 2.82 -2.71 0.99
23 H 2.75 -0.22 3.96
24 H 1.29 0.76 3.76
25 H 2.69 1.08 2.74
26 H 0.88 -3.23 2.57
27 H -0.02 -2.03 3.54
28 H 1.69 -2.36 3.90
29 H 2.21 4.95 -1.31
30 H 0.57 4.25 -1.50
31 H 1.90 3.65 -2.52
32 H 1.82 4.02 1.83
33 H 1.01 2.44 1.93
34 H 0.24 3.76 1.05
35 H 4.47 3.36 -0.31
36 H 4.10 1.69 -0.78
37 H 4.07 2.17 0.93
38 H -3.13 -3.60 -0.62
39 H -2.26 -2.59 -1.80
40 H -3.32 -1.82 -0.60
41 H -2.66 -4.15 1.34
42 H -2.48 -2.74 2.40
43 H -1.17 -3.96 2.31
44 H -0.60 -4.59 -0.78
45 H 0.67 -4.07 0.36
46 H 0.53 -3.29 -1.22
47 C -0.84 0.02 -2.33
48 C 0.28 -0.41 -3.13
49 C 0.09 -1.39 -4.09
50 C -1.22 -1.70 -4.49
51 C -2.32 -1.18 -3.82
52 C -2.15 -0.43 -2.66
53 O -0.66 1.07 -1.49
54 H 1.39 1.71 -0.91
55 H 1.17 0.22 -3.11
56 H 0.94 -1.86 -4.60
57 H -1.38 -2.34 -5.36
58 H -3.33 -1.41 -4.16
59 H -2.99 -0.08 -2.06
60 C -1.35 0.63 3.99
61 C -1.89 1.07 2.67
62 N -3.17 1.49 2.65
63 O -1.21 1.14 1.61
64 H -2.10 0.00 4.49
65 H -1.16 1.50 4.63
66 H -0.43 0.06 3.84
67 H -3.56 1.88 1.80
68 H -3.77 1.15 3.39

Formally, the Löwdin partial charges of the atoms, in units of the elementary charge, are as follows:
1. V 0.7872
2. P 0.7968
3. P 0.9238
4. P 0.7766
5. H 0.0488
6. C -0.0858
7. C -0.0346
8. H 0.0481
9. C -0.2442
10. C -0.2468
11. C -0.2584
12. C -0.1890
13. C -0.1866
14. C -0.1779
15. C -0.2597
16. C -0.2248
17. C -0.2231
18. H 0.0953
19. H 0.0826
20. H 0.0713
21. H 0.0383
22. H 0.0485
23. H 0.0774
24. H 0.0280
25. H 0.0275
26. H 0.0350
27. H 0.0365
28. H 0.0785
29. H 0.0847
30. H 0.0565
31. H 0.0646
32. H 0.0909
33. H 0.0161
34. H 0.0762
35. H 0.0900
36. H 0.0666
37. H 0.0573
38. H 0.0719
39. H 0.0297
40. H 0.0575
41. H 0.0681
42. H 0.0537
43. H 0.0463
44. H 0.0796
45. H 0.0406
46. H 0.0466
47. C -0.4721
48. C -0.0289
49. C -0.0301
50. C -0.0045
51. C -0.0377
52. C -0.0388
53. O -0.2555
54. H 0.0235
55. H 0.1201
56. H 0.1370
57. H 0.1393
58. H 0.1420
59. H 0.1311
60. C 0.0314
61. C -0.4771
62. N 0.2379
63. O -0.1512
64. H 0.1171
65. H 0.1311
66. H 0.0319
67. H 0.1499
68. H 0.1373


Entry two
Entry from the Open Molecules 2025 dataset: C19H42NO2P3V as an isolated structure (the ωB97M-V functional and the def2-TZVPD basis).

As for the spin multiplicity: 3. As for the HOMO energy (alpha / beta): -17.22 / -17.79 eV. As for the charge: +3. For the HOMO-LUMO gap (alpha / beta), the calculation gives 4.025 / 4.982 eV.

CARTESIAN COORDINATES (ANGSTROEM)
1 V 0.05 -0.03 0.93
2 P 1.66 -0.98 2.51
3 P 1.55 1.85 0.61
4 P -0.72 -2.28 0.45
5 H -0.59 1.85 -7.77
6 C -1.54 1.32 -7.62
7 C -2.66 1.93 -7.21
8 H -2.69 3.01 -7.04
9 C 3.08 -1.85 1.74
10 C 2.53 0.15 3.68
11 C 1.06 -2.20 3.74
12 C 0.88 3.05 -0.59
13 C 1.83 2.99 2.03
14 C 3.26 1.57 -0.01
15 C -2.05 -2.28 -0.79
16 C -1.54 -3.22 1.81
17 C 0.47 -3.49 -0.22
18 H -1.54 0.25 -7.88
19 H -3.60 1.39 -7.13
20 H 3.76 -2.17 2.54
21 H 3.62 -1.18 1.05
22 H 2.75 -2.73 1.17
23 H 3.11 -0.45 4.39
24 H 1.80 0.75 4.24
25 H 3.22 0.82 3.14
26 H 1.65 -3.12 3.66
27 H 0.00 -2.44 3.59
28 H 1.18 -1.79 4.75
29 H 1.40 4.00 -0.49
30 H -0.19 3.19 -0.41
31 H 1.00 2.66 -1.61
32 H 2.83 3.44 1.95
33 H 1.75 2.48 3.00
34 H 1.07 3.78 2.00
35 H 3.70 2.53 -0.33
36 H 3.20 0.89 -0.87
37 H 3.89 1.11 0.76
38 H -2.59 -3.23 -0.71
39 H -1.61 -2.18 -1.79
40 H -2.74 -1.44 -0.62
41 H -2.37 -3.80 1.39
42 H -1.95 -2.53 2.56
43 H -0.82 -3.90 2.28
44 H -0.06 -4.29 -0.76
45 H 1.05 -3.94 0.60
46 H 1.16 -2.98 -0.91
47 C -1.08 0.65 -2.16
48 C 0.12 0.14 -2.76
49 C 0.19 -0.08 -4.12
50 C -0.91 0.17 -4.92
51 C -2.09 0.70 -4.39
52 C -2.20 0.94 -3.03
53 O -1.22 0.85 -0.90
54 H 1.07 -0.31 -0.19
55 H 0.98 -0.07 -2.12
56 H 1.12 -0.45 -4.56
57 H -0.82 0.01 -5.99
58 H -2.92 0.96 -5.05
59 H -3.10 1.33 -2.56
60 C -1.37 0.56 4.87
61 C -1.89 0.89 3.50
62 N -3.05 1.57 3.50
63 O -1.35 0.58 2.42
64 H -2.11 -0.06 5.40
65 H -1.23 1.49 5.43
66 H -0.42 0.02 4.82
67 H -3.48 1.82 2.62
68 H -3.49 1.81 4.37

Formally, the Löwdin partial charges of the atoms, in units of the elementary charge, are as follows:
1. V 0.2960
2. P 0.7689
3. P 0.7695
4. P 0.7759
5. H 0.0880
6. C -0.0514
7. C -0.0256
8. H 0.0861
9. C -0.2221
10. C -0.2471
11. C -0.2279
12. C -0.2389
13. C -0.2185
14. C -0.2308
15. C -0.2435
16. C -0.2247
17. C -0.2313
18. H 0.0838
19. H 0.0820
20. H 0.0728
21. H 0.0396
22. H 0.0306
23. H 0.0754
24. H 0.0415
25. H 0.0422
26. H 0.0718
27. H 0.0075
28. H 0.0584
29. H 0.0748
30. H 0.0532
31. H 0.0430
32. H 0.0752
33. H 0.0145
34. H 0.0621
35. H 0.0737
36. H 0.0443
37. H 0.0452
38. H 0.0682
39. H 0.0481
40. H 0.0539
41. H 0.0654
42. H 0.0468
43. H 0.0565
44. H 0.0733
45. H 0.0464
46. H 0.0474
47. C -0.3126
48. C 0.0640
49. C 0.0355
50. C 0.0867
51. C 0.0191
52. C 0.1193
53. O 0.0094
54. H -0.0798
55. H 0.0979
56. H 0.1505
57. H 0.0970
58. H 0.1114
59. H 0.1554
60. C 0.0337
61. C -0.4886
62. N 0.2229
63. O -0.1121
64. H 0.1184
65. H 0.1175
66. H 0.0614
67. H 0.1349
68. H 0.1380


Least stable = entry two